No. 1
{"formula": "C9H21Cl9O8P2", "method": "ωB97M-V/def2-TZVPD", "multiplicity": 2, "s2": 0.763, "lumo_energy_ev": [-2.90, -10.02], "homo_lumo_gap_ev": [9.7, 2.6], "charge": 1, "species": ["C", "O", "P", "O", "O", "C", "O", "C", "H", "H", "H", "H", "H", "H", "H", "H", "H", "C", "O", "P", "O", "O", "C", "O", "C", "H", "H", "H", "H", "H", "H", "H", "H", "H", "C", "Cl", "Cl", "Cl", "H", "C", "Cl", "Cl", "Cl", "H", "C", "Cl", "Cl", "Cl", "H"], "positions_angstrom": [[0.0444, -20.5632, 17.2777], [-0.4936, -19.1978, 17.4680], [-1.9724, -18.7815, 18.1013], [-2.1934, -19.3987, 19.4597], [-1.8722, -17.1324, 17.9410], [-2.8165, -16.3009, 18.6116], [-3.0820, -19.1172, 16.8680], [-2.6535, -18.8991, 15.4845], [-0.3383, -21.2938, 17.9902], [1.0814, -20.3727, 17.5541], [-0.1777, -20.7761, 16.2320], [-2.2898, -15.5734, 19.2291], [-3.7293, -16.7197, 19.0353], [-3.2492, -15.6489, 17.8528], [-3.2495, -18.2625, 14.8306], [-2.5024, -19.7721, 14.8495], [-1.7000, -18.3709, 15.4804], [1.0813, -26.4463, 16.1563], [-0.0319, -25.6262, 16.2420], [-0.3232, -24.3191, 17.2019], [-1.6160, -23.6255, 16.9226], [1.0235, -23.4513, 16.9433], [2.0661, -23.4285, 17.9078], [-0.1523, -24.9505, 18.6500], [-0.8174, -26.2192, 19.0323], [1.4471, -26.6114, 15.1429], [0.8486, -27.3058, 16.7850], [1.7956, -25.9225, 16.7917], [2.0776, -24.2636, 18.6081], [2.0198, -22.5367, 18.5329], [3.0697, -23.4048, 17.4833], [-1.4399, -26.7475, 18.3102], [-1.3147, -25.9962, 19.9762], [0.0458, -26.8666, 19.1872], [-0.9471, -22.0571, 21.8031], [0.4325, -21.8657, 20.6929], [-0.5453, -22.2436, 23.5192], [-1.9049, -23.3529, 21.3661], [-1.5362, -21.1683, 21.5771], [1.3130, -30.4362, 14.5371], [2.8815, -30.1448, 13.6915], [0.2598, -29.0727, 14.1660], [1.4968, -30.4962, 16.2804], [0.8497, -31.4024, 14.3376], [-4.5686, -24.0735, 18.3702], [-5.2469, -25.7041, 18.4483], [-5.3473, -23.2070, 19.7222], [-5.0063, -23.4915, 16.7373], [-3.4862, -24.1661, 18.4601]], "forces_ev_per_a": [[0.44, 1.04, 0.79], [-2.15, 0.22, 1.52], [-0.65, 1.75, -3.54], [0.28, 0.66, -1.81], [0.34, -3.87, 0.93], [-1.02, 2.11, -0.67], [1.82, -0.20, 1.76], [1.36, 0.98, -0.69], [-0.66, 0.10, -0.25], [0.11, -0.41, -0.73], [0.23, -0.38, 0.02], [0.06, -0.64, 0.53], [0.65, -0.78, 0.48], [0.18, -0.04, -0.48], [-1.05, 0.13, 1.05], [-0.20, -0.79, 0.96], [0.20, -0.09, 0.16], [1.15, 0.54, 2.44], [-3.45, 2.76, -0.32], [0.11, -2.19, -1.70], [2.06, -0.70, 0.32], [-0.92, -0.21, 0.75], [1.18, 0.24, 1.15], [-0.72, 0.17, -0.51], [1.39, 0.24, 0.46], [-0.34, -0.09, 0.25], [0.17, -0.74, -0.87], [1.14, -0.25, -0.52], [-0.42, -0.13, -0.24], [-0.32, 0.17, -0.08], [-0.33, -0.06, -0.77], [-0.21, 0.86, -0.32], [-0.10, -0.24, -0.25], [-0.24, -0.20, 0.40], [0.19, 1.55, 0.34], [0.49, -0.07, 0.24], [0.41, 0.60, -0.45], [-1.43, -2.12, -0.97], [0.23, 0.11, 0.79], [0.41, 0.48, 0.15], [-0.79, -0.62, 0.46], [-0.40, -0.29, -0.40], [0.47, -0.02, 0.58], [0.25, 0.37, -0.85], [-1.00, -0.77, -0.35], [0.28, -0.68, 0.12], [0.65, 0.44, -0.57], [0.37, 0.55, 0.69], [-0.22, 0.54, 0.03]]}

No. 2
{"formula": "C3H6BrO2S", "method": "ωB97M-V/def2-TZVPD", "lumo_energy_ev": 3.47, "homo_lumo_gap_ev": 6.9, "charge": -1, "species": ["C", "C", "C", "O", "O", "S", "Br", "H", "H", "H", "H", "H", "H"], "positions_angstrom": [[1.4815, -0.5460, -0.0851], [0.8369, 0.6840, 0.4025], [-0.7717, 0.6910, -0.3614], [-2.0511, -0.9123, 1.3622], [-2.4089, -1.2996, -1.0790], [-1.3996, -1.1476, 0.0272], [-1.9692, 1.9827, 0.3971], [2.4313, -0.8376, 0.2646], [1.7820, -0.4277, -1.2006], [0.6752, -1.3704, 0.0927], [0.6570, 0.7423, 1.6014], [1.3464, 1.6327, 0.0575], [-0.6098, 0.8084, -1.4794]], "forces_ev_per_a": [[-0.94, -1.60, -2.36], [-3.08, 2.66, 1.07], [3.39, -1.43, 0.80], [0.66, -0.42, -0.69], [0.68, -0.20, 0.53], [-2.69, 1.49, -0.12], [0.30, 0.04, -0.30], [1.12, -0.14, 1.42], [-1.20, -0.32, 1.31], [2.31, 0.97, -0.76], [0.37, -0.25, -2.93], [-0.48, -0.88, 0.61], [-0.43, 0.08, 1.41]]}

No. 3
{"formula": "C6H12O", "method": "ωB97M-V/def2-TZVPD", "lumo_energy_ev": 0.71, "smiles": "C/C=C\\C.C=CO", "homo_lumo_gap_ev": 9.7, "species": ["C", "C", "C", "C", "H", "H", "H", "H", "H", "H", "H", "H", "C", "C", "O", "H", "H", "H", "H"], "positions_angstrom": [[0.3410, -1.7280, -1.0629], [-0.5714, -1.7171, 0.1214], [-1.5446, -0.8422, 0.3850], [-1.8179, 0.4888, -0.3146], [1.3966, -1.7312, -0.7755], [0.1264, -0.8763, -1.7116], [0.1103, -2.6505, -1.6207], [-0.5204, -2.5586, 0.8176], [-2.2213, -1.0241, 1.2280], [-1.0676, 0.8084, -1.0534], [-2.7882, 0.4165, -0.8197], [-1.9052, 1.3435, 0.3810], [1.1341, 1.0889, 1.5578], [1.6628, 1.6739, 0.4744], [1.5769, 1.1902, -0.8101], [0.5507, 0.1870, 1.4401], [1.2428, 1.5415, 2.5379], [2.2396, 2.5814, 0.6054], [2.0554, 1.8078, -1.3801]], "forces_ev_per_a": [[-0.38, -0.16, -0.04], [-0.78, -0.05, 0.45], [0.15, 0.97, -0.04], [-0.10, -0.10, -0.15], [-0.12, 0.01, -0.12], [0.26, -0.13, 0.06], [0.33, 0.25, 0.04], [0.14, 0.01, -0.32], [0.37, -0.08, -0.18], [-0.16, -0.44, 0.23], [0.09, 0.11, -0.05], [0.06, -0.58, 0.04], [0.13, 0.22, -1.13], [-0.06, -0.21, 1.09], [0.13, 0.41, 0.34], [0.01, -0.05, 0.19], [0.07, -0.04, -0.26], [0.05, 0.13, -0.24], [-0.19, -0.28, 0.08]]}

No. 4
{"formula": "C3H3NO2", "method": "ωB97M-V/def2-TZVPD", "lumo_energy_ev": [-0.26, 0.01], "homo_lumo_gap_ev": [8.4, 9.8], "species": ["C", "C", "C", "N", "O", "O", "H", "H", "H"], "positions_angstrom": [[0.9570, -1.0899, -0.6115], [0.8806, -0.5429, 0.5573], [-0.6780, 1.0353, 0.0533], [-0.9825, 0.4461, -1.1691], [0.3381, 0.6352, 0.9000], [-1.7367, 0.0961, -0.0516], [0.7068, -1.8358, -1.3012], [1.5110, -0.9199, 1.4542], [-0.9963, 2.1758, 0.1685]], "forces_ev_per_a": [[-1.39, 0.80, -0.03], [2.79, -1.47, 1.85], [-1.55, 2.42, 0.77], [1.12, -0.93, -0.44], [-0.83, 1.46, -0.34], [-0.25, 0.62, 0.13], [0.28, -0.69, -0.68], [-1.14, 0.46, -1.41], [0.98, -2.66, 0.15]]}

It is found that the electronic energy values, taken in the order of the records, are -157324.672; -88180.525; -8462.441; -8737.379 eV.
It is found that the energy relative to the best compared isomer or geometry (same formula, charge and spin) values, taken in the order of the records, are 36.8; 23.8; 44.1; 178.8 kcal/mol.